1.
18
Properties=species:S:1:pos:R:3 method="wB97M-V/def2-TZVPD" homo_lumo_gap_ev=6.645 total_energy_ev=-20266.0388 lumo_ev=2.68 mol_weight_g_mol=127.18 total_charge=-1
S -2.707 0.759 -0.320
O 2.512 1.828 -0.645
O -0.136 1.143 2.330
O 1.435 -0.332 0.348
C -1.257 -0.042 -0.991
C 0.857 -1.266 -0.452
C -0.675 -1.243 -0.285
H 1.297 -2.281 -0.305
H -1.222 -2.198 -0.360
H -0.700 -1.041 0.805
H -1.013 1.227 1.927
H 2.131 0.972 -0.236
H -1.470 -0.274 -2.055
H 1.054 -1.088 -1.544
H -2.308 -0.120 1.323
H 0.370 0.680 1.622
H 2.316 2.560 -0.057
H -0.484 0.714 -1.104

2.
19
Properties=species:S:1:pos:R:3 method="wB97M-V/def2-TZVPD" homo_lumo_gap_ev=6.108 total_energy_ev=-31103.5316 lumo_ev=3.39 mol_weight_g_mol=159.25 total_charge=-1
S -2.362 -0.045 -0.290
S -1.306 0.258 1.466
O 2.775 -1.458 0.144
O 0.142 2.570 -1.931
O 0.256 -0.376 -3.339
C 1.468 -0.351 1.799
C 0.172 -1.052 1.543
C 2.386 -0.164 0.618
H 1.995 -0.944 2.612
H 0.722 2.824 -1.211
H -0.550 1.937 -1.712
H 0.068 -1.648 0.637
H 2.304 -1.608 -0.678
H -0.007 0.276 -2.687
H 1.858 0.362 -0.187
H 3.305 0.415 0.822
H -0.114 -1.210 -3.025
H -0.199 -1.731 2.325
H 1.335 0.546 2.376

3.
18
Properties=species:S:1:pos:R:3 method="wB97M-V/def2-TZVPD" homo_lumo_gap_ev=7.580 total_energy_ev=-11475.6499 lumo_ev=3.08 mol_weight_g_mol=111.12 total_charge=-1
O -0.755 0.308 -1.932
O 0.599 -2.302 -1.330
O 0.376 2.288 -0.658
O -1.253 -1.375 0.219
C 1.248 0.524 0.786
C -0.730 -0.809 1.401
C -0.128 0.519 1.132
H -1.647 -0.648 1.980
H -1.049 -0.148 -1.141
H 0.492 0.455 -0.166
H -0.242 -1.627 1.951
H 1.847 -0.361 0.968
H -0.605 1.462 1.350
H -0.182 2.891 -1.157
H 0.400 -1.730 -2.086
H -0.081 -1.906 -0.689
H -0.174 1.042 -1.551
H 1.886 1.414 0.923

4.
21
Properties=species:S:1:pos:R:3 method="wB97M-V/def2-TZVPD" homo_lumo_gap_ev=5.106 total_energy_ev=-162058.2007 lumo_ev=-5.90 mol_weight_g_mol=293.63 total_charge=+1
Br -3.668 -1.529 -0.980
As 1.284 1.018 -0.130
Ti -1.192 0.124 1.794
O 3.066 -1.372 0.073
O 2.052 -0.947 2.190
C -1.541 0.467 -0.889
C -2.558 -0.290 0.008
C -0.178 -0.239 -0.878
B 2.227 -0.627 0.837
H 0.083 -0.697 -1.830
H 2.794 -1.321 -0.853
H -3.237 0.443 0.484
H 2.265 2.045 0.561
H -2.024 -0.953 0.771
H -1.948 0.528 -1.895
H -0.190 -1.085 -0.160
H -1.439 1.494 -0.489
H 0.588 2.210 -0.859
H 1.180 -1.326 2.334
H 0.162 1.203 1.228
H 2.275 0.854 -1.315